ORCA calculation (ωB97M-V with the def2-TZVPD basis set) on a molecular structure, C27H43GaNOP2Si2 at a distorted geometry.

Calculated values
- Highest occupied orbital energy (spin up / spin down): -9.75 / -9.75 eV
- 2S+1: 1
- Charge: +1

```
77
Properties=species:S:1:pos:R:3:forces:R:3
Ga -0.15745 1.02927 1.55355 -0.1117 -2.5179 -2.5201
P 2.91868 -0.25359 0.68531 1.1828 -0.4181 -1.3964
P 0.19756 -2.43181 1.36081 0.7281 -2.6484 -1.2441
Si -0.77721 3.49000 0.61386 -0.9754 -0.2306 0.0505
Si -3.03790 1.04020 0.62313 0.4703 -0.1677 0.3860
O 1.46788 0.16304 4.05032 -1.5299 0.0271 -3.0861
N 1.45054 -1.99702 -2.09013 -0.1048 0.1367 0.3737
C 0.87516 -0.09205 -3.47543 0.1884 -0.3780 0.9767
C 2.98770 -0.22904 -2.10525 0.9757 0.1226 -0.8780
C 3.76053 -0.86550 -0.93101 -0.9871 0.1334 -1.0493
C -3.28509 -0.59103 -0.27548 -0.1611 0.1455 -0.2148
C -3.14489 0.66668 2.49004 -0.0400 0.4074 -0.1351
C 1.12300 -3.15628 2.77108 -0.2012 -0.0069 0.2798
C 1.79076 -0.82734 -2.65011 -0.3162 -0.5213 1.3924
C -0.17070 -3.50485 -1.24203 0.2648 -0.9792 -0.2118
C -0.74066 -1.93854 -3.13486 0.3292 0.0534 0.9038
C 2.51229 1.73560 -3.44416 -1.4314 -0.1720 -0.6921
C -1.41038 4.57063 -0.71277 0.2678 0.6351 0.0046
C 3.39900 0.95035 -2.70211 0.5283 -0.9687 1.1207
C 0.65289 -3.77179 0.06073 -0.5133 0.3234 -1.3024
C 3.89151 -1.30810 1.81943 -0.2673 0.1889 0.5003
C -1.32961 -4.20289 -1.53235 1.3783 0.2603 1.3769
C 0.22889 -2.51475 -2.23201 0.1475 0.6141 0.9177
C 1.20498 1.28270 -3.66194 1.1838 1.0117 -1.4535
C -1.34615 1.78053 0.19823 -0.3014 1.4139 0.1143
C -4.31582 2.30059 0.14214 0.0660 -0.3000 0.0952
C 1.09200 3.59117 0.71470 0.2716 0.0203 -0.2370
C 0.88355 0.36488 3.07860 1.6844 0.6433 3.7009
C -1.48846 -3.06335 1.76139 -0.0448 0.2601 0.0665
C -2.06804 -2.49344 -3.05958 -0.4012 -1.1454 -0.7867
C -1.43996 3.90724 2.31442 -0.0995 0.3699 0.1490
C -0.32668 -0.75639 -3.78868 -2.1610 1.5261 0.2855
C -2.29327 -3.70173 -2.39846 -0.3490 1.2963 -1.6756
C 3.85690 1.32239 0.81444 -0.1803 -0.0871 0.2719
H -3.20400 -4.29220 -2.57449 0.2680 0.6538 0.2535
H -3.77510 -0.38487 -1.24038 0.1915 -0.1809 0.1762
H 3.63840 1.97664 -0.04239 0.0787 -0.2290 0.2993
H 4.92912 -0.96023 1.87276 -0.1637 -0.1899 0.0098
H -2.20595 -2.77777 0.97849 0.2392 -0.1187 0.3134
H -4.16791 3.24318 0.69258 -0.3042 -0.3490 -0.1566
H 4.41494 1.29434 -2.52047 -0.1895 0.1902 0.1449
H -0.19081 -0.33337 0.75098 0.3397 0.4182 0.6604
H 3.85166 -2.36722 1.52887 -0.0291 0.4055 0.0606
H 1.72547 -3.70618 -0.17757 -0.2983 0.1505 0.1937
H 0.56978 -4.01302 3.17850 0.3354 0.1512 0.0865
H 1.59430 3.13827 -0.14541 -0.1382 0.1196 -0.1373
H -1.04789 1.51565 -0.84474 0.3297 -0.4076 0.9517
H -3.15378 1.58594 3.09252 -0.0701 -0.2051 -0.1078
H 3.40761 -1.18279 2.79333 0.4428 -0.3215 0.1603
H -2.37085 0.00637 2.91339 -0.0863 -0.0357 -0.2064
H 0.45199 -4.79129 0.44832 -0.0912 0.5323 -0.1396
H 4.83833 -0.57927 -0.95890 -0.7998 0.0734 0.2487
H -5.28562 1.82464 0.37227 0.1158 0.6123 -0.2718
H 0.51954 1.99415 -4.13241 0.0204 -0.5172 -0.0449
H -0.96360 4.24989 -1.66005 -0.0152 0.2407 0.0489
H 2.13932 -3.45461 2.48017 -0.3675 0.1146 0.1242
H -4.19959 2.49638 -0.93540 -0.3341 -0.0366 0.3063
H 2.89513 2.68010 -3.86143 -0.6326 -0.3364 0.4138
H -2.49937 4.48072 -0.79767 0.2302 0.2969 0.0725
H -3.96200 -1.24340 0.29971 0.2219 0.1649 -0.1940
H -1.52601 -5.10093 -0.97423 -0.2554 -0.1808 0.2883
H 3.47155 1.79389 1.72848 0.5091 0.2433 -0.1509
H 1.58235 3.14625 1.59442 -0.2165 0.2187 0.0816
H 4.93663 1.11321 0.88105 -0.3798 0.2801 0.0354
H -1.77629 -2.56845 2.70237 -0.1840 -0.3254 -0.1907
H -2.34757 -1.13431 -0.47363 -0.2823 0.2086 0.0572
H -1.15183 -0.14116 -4.29498 1.3713 -1.0635 0.3712
H 3.70490 -1.96602 -1.00530 -0.1566 0.5125 0.2360
H -4.10866 0.15625 2.63502 0.2491 0.0753 0.1365
H -1.48917 -4.16002 1.87467 -0.0332 0.4113 0.0922
H -1.08801 3.30101 3.15450 0.1854 -0.0391 -0.0889
H -1.11343 4.93083 2.51868 -0.0728 0.0391 0.1754
H -1.07337 5.58202 -0.44537 -0.4388 0.0764 -0.5845
H 1.17783 -2.34630 3.50858 0.1855 -0.5499 0.2443
H -2.90319 -2.05893 -3.61931 0.4917 -0.0495 -0.0075
H 1.32399 4.66488 0.70680 0.2122 -0.1783 0.1295
H -2.53040 3.89189 2.38183 0.0314 0.0766 -0.1743
```
Positions in Å, forces in eV/Å.

Partial atomic charges computed with the Mulliken method, in multiples of e: number 1, Ga, carries 0.032; number 2, P, carries 0.895; number 3, P, carries 0.922; number 4, Si, carries -0.170; number 5, Si, carries 0.096; number 6, O, carries -0.206; number 7, N, carries -0.373; number 8, C, carries 0.651; number 9, C, carries 0.072; number 10, C, carries -1.242; number 11, C, carries -0.348; number 12, C, carries -0.974; number 13, C, carries -1.381; number 14, C, carries 0.148; number 15, C, carries 0.138; number 16, C, carries 0.866; number 17, C, carries -0.728; number 18, C, carries -0.958; number 19, C, carries -0.328; number 20, C, carries -1.268; number 21, C, carries -1.411; number 22, C, carries -0.472; number 23, C, carries 0.159; number 24, C, carries -0.893; number 25, C, carries 0.305; number 26, C, carries -1.022; number 27, C, carries -0.974; number 28, C, carries 0.092; number 29, C, carries -1.343; number 30, C, carries -1.024; number 31, C, carries -1.037; number 32, C, carries -0.588; number 33, C, carries -0.595; number 34, C, carries -1.355; number 35, H, carries 0.398; number 36, H, carries 0.385; number 37, H, carries 0.278; number 38, H, carries 0.527; number 39, H, carries 0.127; number 40, H, carries 0.296; number 41, H, carries 0.441; number 42, H, carries 0.136; number 43, H, carries 0.320; number 44, H, carries 0.341; number 45, H, carries 0.481; number 46, H, carries 0.161; number 47, H, carries 0.470; number 48, H, carries 0.284; number 49, H, carries 0.347; number 50, H, carries 0.177; number 51, H, carries 0.639; number 52, H, carries 0.624; number 53, H, carries 0.385; number 54, H, carries 0.475; number 55, H, carries 0.299; number 56, H, carries 0.362; number 57, H, carries 0.306; number 58, H, carries 0.405; number 59, H, carries 0.300; number 60, H, carries 0.456; number 61, H, carries 0.433; number 62, H, carries 0.340; number 63, H, carries 0.302; number 64, H, carries 0.537; number 65, H, carries 0.428; number 66, H, carries -0.471; number 67, H, carries 0.318; number 68, H, carries 0.456; number 69, H, carries 0.446; number 70, H, carries 0.488; number 71, H, carries 0.323; number 72, H, carries 0.412; number 73, H, carries 0.402; number 74, H, carries 0.286; number 75, H, carries 0.459; number 76, H, carries 0.451; number 77, H, carries 0.284


ORCA calculation (ωB97M-V with the def2-TZVPD basis set) on a molecular structure, C27H43N4O2OsP2Si.

Calculated values
- Highest occupied orbital energy (spin up / spin down): -17.00 / -17.12 eV
- Relative energy (zero: lowest compared OMol25 entry of this formula, charge and spin): 35.7 kJ/mol
- 2S+1: 5
- Charge: +3

```
80
Properties=species:S:1:pos:R:3:forces:R:3
Os 0.16729 0.82165 -0.66721 0.6666 -0.1046 0.0534
P -0.66736 -1.42957 -0.73533 -0.1249 -0.0027 0.0225
P 0.49463 0.41455 1.64152 -0.1842 -0.0503 -0.0864
Si -0.76946 4.14345 -1.17527 -0.0857 0.0129 0.0430
O 2.93193 -2.63855 -3.58889 0.0014 0.0422 -0.0315
O -0.05352 2.65531 -0.63125 -0.1874 0.2839 -0.0634
N 0.74528 -1.91282 3.05627 -0.1263 -0.1999 -0.1666
N 1.53395 0.89816 -2.34051 -0.1407 0.0389 -0.1002
N 4.16411 -1.82743 -5.30853 0.0079 0.0217 0.0255
N -0.36475 -3.51667 1.01871 0.0918 0.1515 0.2322
C -0.09301 -5.45186 2.40562 0.0463 0.0724 0.0648
C 0.88235 -5.25145 4.60952 -0.0245 -0.0095 -0.0511
C 3.38398 -1.70325 -4.22838 -0.0530 -0.0689 0.0142
C -2.52980 -1.28295 -0.87960 -0.0044 -0.0654 -0.0525
C 0.46080 1.27883 4.27653 -0.0254 0.0089 0.0041
C -1.73323 0.53623 3.32378 -0.0237 -0.0227 -0.0174
C -0.15283 -2.73485 -1.88218 0.0116 -0.0151 0.0503
C 0.31912 -1.40222 1.90951 0.0846 0.0932 0.1586
C -2.89451 -1.56674 -2.34412 -0.0055 0.0038 -0.0041
C 0.59638 -3.23935 3.20011 0.0593 0.1148 0.1042
C 1.94959 -0.23282 -2.92556 0.0077 -0.0216 -0.0080
C -2.55906 4.09858 -0.69432 0.0065 -0.0269 -0.0032
C -0.42308 1.26491 3.02115 0.0653 -0.0223 0.0611
C 0.32720 -6.03556 3.61414 0.0218 0.0406 0.0353
C -0.69831 2.69569 2.55859 -0.0186 0.0685 0.0593
C 3.73973 0.86938 -4.02708 -0.0043 0.0123 -0.0307
C 2.21345 2.03936 -2.60356 -0.0032 -0.0273 -0.0077
C -3.22091 -2.28371 0.04531 -0.0141 -0.0018 0.0141
C 3.30759 2.05396 -3.44027 -0.0309 0.0096 0.0092
C -2.94721 0.15066 -0.54661 0.0018 0.0493 0.0217
C 0.16620 5.49573 -0.33401 0.0293 0.0360 0.0152
C 0.03741 -4.03453 2.18847 -0.0619 -0.1065 -0.1155
C -0.22877 -2.20390 0.88539 -0.1051 -0.1106 -0.1148
C 1.02518 -3.86384 4.42220 -0.0424 -0.0672 -0.0722
C 3.04399 -0.30126 -3.76502 -0.0318 -0.0024 0.0172
C -0.55345 4.15167 -3.01899 0.0728 0.0047 -0.0579
C 2.26544 0.71030 1.88154 0.0066 -0.0609 0.0308
H -0.82118 3.20236 -3.48899 -0.0370 -0.0131 0.0396
H 0.21278 -7.10284 3.75329 0.0102 0.0023 0.0180
H 2.83216 0.25913 1.06620 0.0057 -0.0053 0.0012
H 0.04377 5.49020 0.75025 -0.0351 -0.0281 -0.0071
H -2.52088 0.87155 -1.25479 0.0238 -0.0145 0.0072
H 1.85543 2.93516 -2.11985 0.0310 -0.0190 0.0049
H -4.03139 0.24029 -0.64338 -0.0026 -0.0120 0.0193
H 1.33916 1.91141 4.15721 0.0127 -0.0066 -0.0104
H -1.20018 3.22797 3.36889 0.0221 0.0001 0.0042
H -2.89109 -3.30811 -0.13468 0.0015 0.0028 -0.0063
H 1.45516 -3.23885 5.19633 0.0050 0.0095 -0.0060
H -0.29762 -2.40869 -2.91111 -0.0131 -0.0285 0.0008
H 0.46700 4.40286 -3.31576 -0.0281 0.0226 -0.0165
H 3.82355 2.98623 -3.62124 0.0039 -0.0014 0.0015
H 4.61852 0.87663 -4.65982 0.0035 -0.0025 0.0042
H -0.22179 6.45230 -0.69582 0.0141 0.0128 0.0178
H -0.13169 1.70000 5.09042 0.0081 0.0107 -0.0015
H 0.89474 -3.00328 -1.73804 0.0118 0.0294 -0.0181
H 0.77636 0.28102 4.57885 -0.0072 -0.0156 0.0053
H -1.20471 4.91535 -3.45116 0.0096 0.0161 0.0041
H -2.70672 4.08341 0.38547 -0.0018 0.0076 0.0397
H -1.34818 2.71802 1.68648 -0.0450 0.0092 -0.0477
H -3.10707 3.26223 -1.13271 0.0307 0.0024 -0.0264
H 2.44655 1.78612 1.88336 -0.0066 0.0040 -0.0050
H 1.40701 -1.13905 -2.71890 0.0714 0.0090 0.0161
H -3.06303 -2.04251 1.09920 0.0033 0.0000 -0.0001
H 0.21942 3.24063 2.32660 -0.0041 -0.0149 -0.0184
H -2.34698 -0.92900 -3.04252 -0.0003 0.0073 0.0063
H 1.21157 -5.69417 5.54075 -0.0085 -0.0213 -0.0085
H -2.22795 1.06310 4.14112 -0.0133 0.0014 -0.0126
H -0.77341 -3.61194 -1.69722 0.0215 -0.0172 -0.0119
H -2.74108 -2.60804 -2.62205 0.0052 0.0027 0.0069
H 4.39518 -2.75612 -5.62704 0.0009 -0.0091 -0.0011
H 4.43028 -1.05144 -5.88801 0.0115 0.0046 -0.0110
H -3.95577 -1.34817 -2.47202 -0.0029 -0.0051 -0.0023
H -0.52132 -6.05384 1.61253 -0.0017 0.0009 -0.0034
H -3.02895 5.01358 -1.06527 -0.0166 0.0003 0.0059
H -4.29551 -2.24885 -0.14170 -0.0008 0.0095 0.0008
H -2.68986 0.44641 0.47038 0.0113 -0.0043 0.0176
H -1.57217 -0.49058 3.65573 -0.0007 0.0079 0.0108
H 2.59486 0.28658 2.82948 0.0159 0.0123 0.0047
H 1.23509 5.48212 -0.55533 -0.0078 -0.0317 -0.0289
H -2.42645 0.53571 2.48325 0.0150 -0.0134 -0.0468
```
Positions in Å, forces in eV/Å.

Partial atomic charges computed with the Mulliken method, in multiples of e: number 1, Os, carries 0.972; number 2, P, carries 0.979; number 3, P, carries 0.338; number 4, Si, carries 0.402; number 5, O, carries -0.592; number 6, O, carries 0.046; number 7, N, carries -0.006; number 8, N, carries -0.134; number 9, N, carries -0.354; number 10, N, carries -0.167; number 11, C, carries -0.285; number 12, C, carries -0.588; number 13, C, carries 0.402; number 14, C, carries 2.092; number 15, C, carries -1.724; number 16, C, carries -1.536; number 17, C, carries -2.177; number 18, C, carries -0.562; number 19, C, carries -1.975; number 20, C, carries 0.452; number 21, C, carries 0.394; number 22, C, carries -1.111; number 23, C, carries 1.881; number 24, C, carries -0.599; number 25, C, carries -1.835; number 26, C, carries -0.379; number 27, C, carries -0.362; number 28, C, carries -1.798; number 29, C, carries -1.117; number 30, C, carries -1.912; number 31, C, carries -1.090; number 32, C, carries 0.316; number 33, C, carries 0.100; number 34, C, carries -0.283; number 35, C, carries -0.044; number 36, C, carries -1.088; number 37, C, carries -1.527; number 38, H, carries 0.352; number 39, H, carries 0.470; number 40, H, carries 0.501; number 41, H, carries 0.333; number 42, H, carries 0.312; number 43, H, carries 0.687; number 44, H, carries 0.649; number 45, H, carries 0.397; number 46, H, carries 0.570; number 47, H, carries 0.339; number 48, H, carries 0.543; number 49, H, carries 0.573; number 50, H, carries 0.340; number 51, H, carries 0.474; number 52, H, carries 0.445; number 53, H, carries 0.429; number 54, H, carries 0.522; number 55, H, carries 0.724; number 56, H, carries 0.295; number 57, H, carries 0.469; number 58, H, carries 0.375; number 59, H, carries 0.165; number 60, H, carries 0.353; number 61, H, carries 0.423; number 62, H, carries 0.168; number 63, H, carries 0.335; number 64, H, carries 0.387; number 65, H, carries 0.362; number 66, H, carries 0.467; number 67, H, carries 0.557; number 68, H, carries 0.504; number 69, H, carries 0.406; number 70, H, carries 0.266; number 71, H, carries 0.168; number 72, H, carries 0.531; number 73, H, carries 0.545; number 74, H, carries 0.487; number 75, H, carries 0.525; number 76, H, carries 0.054; number 77, H, carries 0.407; number 78, H, carries 0.478; number 79, H, carries 0.364; number 80, H, carries 0.121